220
Properties=species:S:1:pos:R:3:forces:R:3 method="wB97M-V/def2-TZVPD" total_energy_ev=-87300.4064 homo_ha=-0.54244 total_charge=+5 gap_ev=7.12 e_lumo_ev=-7.6 e_above_lowest_kj_mol=284.66 multiplicity=1
N 1.205734 -0.917692 -0.869071 -0.9 3.1 2.5
O 2.128834 -0.292182 -0.289611 1.3 -0.4 -0.3
O 0.061124 -0.651402 -0.477641 -1.6 -0.2 0.4
O 1.367134 -1.654662 -1.788021 1.3 -2.4 -2.6
C 7.240684 -0.598282 -0.647971 0.2 -0.3 -0.1
C 7.835304 -1.160782 -1.956181 -0.1 1.2 0.8
C 6.829964 -1.957342 -2.706991 -0.6 -2.0 -1.6
C 7.354414 -2.369972 -4.157691 -0.9 0.3 0.5
N 6.490174 -3.354012 -4.963651 -1.2 -0.6 0.1
C 7.102174 -3.659392 -6.378981 0.3 1.0 1.1
C 5.923754 -3.988772 -7.276761 0.1 -1.6 0.2
C 4.622174 -3.600622 -6.561511 0.4 0.6 0.3
C 5.130834 -2.745682 -5.410041 0.5 0.8 0.3
C 6.156644 -4.598302 -4.113181 1.2 -1.1 -0.5
C 7.399564 -5.355742 -3.625661 0.4 -0.8 0.3
C 7.028304 -6.597222 -2.783241 -1.8 0.9 0.7
H 6.564084 0.225908 -0.873891 -0.4 -0.3 0.1
H 7.969104 -0.191012 0.053199 0.3 -0.1 -0.3
H 6.749554 -1.417442 -0.122741 -0.4 0.2 0.1
H 8.659304 -1.827742 -1.702631 0.4 0.4 -0.3
H 8.095314 -0.287262 -2.554071 0.8 -0.2 -0.1
H 5.848554 -1.498412 -2.826711 0.1 0.5 0.0
H 6.621114 -2.842052 -2.105511 0.0 -0.3 -0.1
H 8.358384 -2.794382 -4.159441 -0.1 0.1 0.2
H 7.337064 -1.450532 -4.742881 0.3 -0.1 -0.2
H 7.968034 -4.321402 -6.389941 -0.5 -0.7 0.6
H 7.608294 -2.724412 -6.619301 -0.5 0.4 -0.2
H 5.788994 -5.069292 -7.325981 0.8 -0.1 -0.6
H 6.120044 -3.600742 -8.276261 -0.4 0.1 0.1
H 4.102564 -4.478822 -6.178281 0.0 0.0 -0.1
H 3.949254 -3.089672 -7.250151 0.0 0.3 0.4
H 4.492744 -2.589342 -4.540271 0.0 -0.4 0.0
H 5.365654 -1.747412 -5.779381 0.2 0.0 -0.1
H 5.629584 -5.339482 -4.713981 -0.3 0.4 -0.4
H 5.506354 -4.374442 -3.267541 0.1 0.6 -0.2
H 8.069174 -4.703262 -3.065301 0.0 -0.1 0.1
H 7.972174 -5.807892 -4.435451 0.1 0.6 -0.4
H 6.352364 -7.273122 -3.307061 0.9 -0.5 -0.7
H 6.277144 -6.324122 -2.042121 0.2 0.6 0.7
H 7.827874 -7.082102 -2.223171 0.1 0.0 -0.6
C -3.603196 1.414298 4.585819 -0.3 0.3 -0.7
C -2.340606 2.257848 4.479669 0.5 0.3 0.9
C -1.783466 2.572478 5.884139 1.1 0.5 0.7
C -0.806856 3.749968 5.981309 0.4 0.6 -0.7
N -0.247666 4.165858 7.337609 1.1 0.7 1.3
C 0.496274 5.524298 7.195389 0.9 0.5 -0.2
C -0.281816 6.597188 7.962419 -0.9 -0.2 0.3
C -0.933806 5.820828 9.087439 0.6 -1.8 0.5
C -1.322256 4.520638 8.352299 -1.3 -0.6 -0.2
C 0.745374 3.050398 7.905739 0.2 0.3 0.2
C 1.482454 3.181628 9.307419 -0.9 -0.5 -1.3
C 2.233754 1.859498 9.551739 0.6 -0.2 -0.7
H -4.345806 1.996148 5.131789 -0.2 -0.1 -0.1
H -3.565886 0.424108 5.039959 0.6 0.1 0.1
H -3.941726 1.269438 3.559909 -0.4 -0.1 0.1
H -2.602776 3.198488 3.995339 -0.2 0.1 0.0
H -1.582406 1.823898 3.827799 0.1 -0.2 0.2
H -1.208236 1.740888 6.291159 -0.6 -0.5 0.0
H -2.596766 2.850898 6.554299 -0.2 -0.5 0.0
H -1.294736 4.638108 5.579699 0.0 0.2 0.2
H 0.107064 3.630568 5.399429 -0.1 -0.3 -0.3
H 1.502724 5.422298 7.601289 -0.2 -0.3 0.3
H 0.682854 5.788748 6.154549 -0.5 -0.3 -0.1
H 0.262864 7.457518 8.351319 0.5 -0.3 -0.3
H -1.118116 7.000588 7.391479 0.2 0.1 -0.5
H -0.241336 5.499478 9.865459 0.4 0.4 0.0
H -1.725146 6.327338 9.639999 -0.3 -0.2 -0.5
H -1.518396 3.590408 8.885499 0.1 0.3 0.6
H -2.239276 4.687548 7.787219 0.0 0.2 -0.2
H 1.560834 2.964648 7.187549 -0.3 0.1 -0.4
H 0.175894 2.121078 7.918079 -0.2 0.2 -0.1
H 0.709054 3.388668 10.047059 0.6 0.3 0.4
H 2.300904 3.890138 9.179969 -0.6 0.7 0.6
H 2.933784 1.852528 10.387209 -0.6 0.4 0.4
H 2.948994 1.763548 8.734849 -0.1 -0.2 -0.4
H 1.661514 0.931998 9.571549 -0.3 0.2 0.1
C 7.132604 5.152008 -1.176971 -2.2 -1.9 -0.6
C 6.301094 4.779098 -2.483111 1.7 1.9 0.1
C 4.835524 5.243518 -2.495221 -0.9 -1.2 0.8
C 3.867394 4.310148 -1.690781 -1.1 -0.5 -0.2
N 2.318944 4.689828 -1.835741 1.7 2.2 1.0
C 2.269004 6.260588 -1.587881 -2.0 0.4 -0.1
C 0.837154 6.541728 -0.986761 1.3 -2.0 -0.1
C 0.795394 5.402868 0.064919 0.5 0.7 -1.0
C 1.438234 4.181858 -0.676891 -0.9 -0.2 -0.4
C 1.776624 4.326578 -3.254591 -0.3 0.2 1.5
C 1.723814 2.782158 -3.555341 1.2 1.2 1.8
C 1.246614 2.378748 -4.882971 0.0 -0.4 -0.9
H 6.701444 4.436348 -0.476951 0.4 0.1 0.8
H 6.887444 6.142618 -0.793961 0.5 0.1 -0.3
H 8.182004 4.884038 -1.299631 -0.1 0.5 0.0
H 6.548514 3.766088 -2.800441 -0.6 -0.2 0.3
H 6.803164 5.386618 -3.236071 -0.2 0.0 -0.4
H 4.417754 5.303588 -3.500191 0.3 -0.1 -0.2
H 4.780474 6.257328 -2.098671 0.2 -0.1 0.1
H 4.052244 4.191908 -0.623101 0.0 0.8 0.1
H 3.859344 3.262188 -1.990461 0.4 0.1 -0.6
H 2.396284 6.871928 -2.481281 0.4 -0.6 -0.3
H 3.012844 6.575308 -0.855921 0.1 -0.6 -0.1
H 0.091974 6.311418 -1.748181 -0.1 0.5 -0.1
H 0.690824 7.510538 -0.509191 0.2 0.0 -0.4
H -0.243826 5.282088 0.370759 0.2 -0.6 0.2
H 1.392824 5.797848 0.886609 0.0 -0.6 0.3
H 0.657124 3.618648 -1.187531 -0.1 0.0 0.2
H 1.948394 3.440178 -0.062271 0.3 0.3 0.0
H 2.318324 5.027588 -3.889601 0.4 -0.8 -0.5
H 0.797644 4.803888 -3.211221 -0.4 -0.5 -0.2
H 1.113214 2.238218 -2.834661 -0.2 0.5 0.4
H 2.698184 2.312308 -3.421431 0.3 0.4 0.1
H 1.918354 2.708868 -5.675381 -0.4 0.3 -0.2
H 0.205844 2.681728 -4.997371 0.1 -0.2 -0.6
H 1.366214 1.295718 -4.854141 -0.6 -0.1 -0.4
C -10.586196 6.864678 -0.154811 -0.1 0.4 1.4
C -9.351646 5.997998 0.084159 -1.4 -0.7 -0.5
C -8.617286 5.694528 -1.208531 2.3 1.6 0.3
C -7.556086 6.874438 -1.419641 0.0 -0.6 -0.5
N -6.818226 6.843948 -2.780061 -0.7 -0.3 0.0
C -7.867846 7.323808 -3.847161 2.2 -0.9 -0.1
C -7.732336 8.816498 -3.892791 -0.6 1.3 1.3
C -6.379276 9.246118 -3.219071 -0.5 -0.6 0.9
C -5.688646 7.921678 -2.828521 -0.6 -0.3 -1.3
C -6.367666 5.380888 -3.103341 1.2 0.6 0.1
C -5.331716 4.762718 -2.144021 0.3 0.4 0.5
C -4.828526 3.337758 -2.545521 -1.2 -0.2 0.4
H -11.056856 6.962358 0.823479 -0.2 0.2 0.1
H -11.377386 6.434868 -0.769111 0.4 0.0 -0.4
H -10.333736 7.889708 -0.426251 -0.1 0.0 -0.4
H -9.720336 5.040488 0.452029 0.1 -0.1 0.2
H -8.748866 6.417838 0.889449 0.3 0.1 -0.2
H -9.305416 5.626478 -2.051111 0.0 0.0 0.1
H -8.052796 4.766938 -1.113481 -0.1 -0.1 -0.1
H -6.757836 6.908948 -0.678221 -0.1 -0.7 0.2
H -8.008696 7.858488 -1.297581 -0.3 0.0 -0.5
H -7.479166 6.973618 -4.803411 -0.3 -0.7 0.1
H -8.816966 6.865618 -3.569071 0.1 0.4 -0.3
H -7.851936 9.193728 -4.908421 0.2 -0.1 0.1
H -8.560186 9.211268 -3.303791 0.0 0.5 -0.1
H -5.818956 9.977918 -3.800971 0.3 -0.7 -0.4
H -6.437796 9.751128 -2.254901 -1.1 0.3 -0.1
H -5.019456 7.668498 -3.650831 0.2 -0.6 0.3
H -5.180256 7.990248 -1.866791 0.0 -0.3 -0.2
H -5.857966 5.411318 -4.066341 -0.4 0.3 -0.3
H -7.242626 4.734798 -3.174841 -0.1 0.4 0.0
H -5.701396 4.836418 -1.121271 -0.6 -0.9 0.1
H -4.475666 5.411158 -1.957461 0.3 0.3 -1.0
H -4.817636 3.053408 -3.597711 0.3 0.9 -0.3
H -5.543096 2.589128 -2.203421 -0.1 0.0 0.5
H -3.866606 3.071638 -2.107331 -0.1 0.3 0.0
C -3.228356 -6.952702 5.086099 1.5 -0.1 -1.1
C -1.759766 -6.771962 4.533079 -0.3 -0.1 0.9
C -0.989476 -5.561472 5.071209 0.1 1.1 -1.4
C 0.362274 -5.360182 4.264969 0.3 0.2 2.0
N 1.203264 -4.170952 4.822339 -0.8 0.8 0.1
C 0.477874 -2.826722 4.415239 1.6 -0.7 -0.1
C 1.557554 -1.791062 4.663319 0.1 -0.4 0.6
C 2.850534 -2.495432 4.196599 1.3 -0.5 -0.2
C 2.631344 -4.021872 4.153299 -2.3 -0.1 0.6
C 1.349474 -4.172482 6.382429 0.9 -1.2 -0.3
C 1.881604 -5.489782 6.974489 -0.8 -0.3 -0.7
C 1.837944 -5.353472 8.476299 -0.2 -0.3 1.0
H -3.519276 -7.936012 4.716549 -0.1 -0.2 0.7
H -3.964646 -6.306822 4.607749 0.3 0.5 0.2
H -3.226826 -6.840142 6.170269 -0.3 -0.3 -0.1
H -1.781006 -6.834412 3.445069 0.1 0.4 -0.1
H -1.122236 -7.599302 4.844779 -0.4 -0.5 0.0
H -0.872556 -5.578872 6.154779 0.6 -0.7 0.0
H -1.606066 -4.665372 5.001049 -0.1 0.3 -0.6
H 0.284724 -5.202152 3.189279 -0.5 0.3 0.1
H 1.012694 -6.229232 4.364089 -0.1 -0.1 0.2
H -0.437676 -2.661202 4.983109 0.1 -0.4 -0.2
H 0.365154 -2.875302 3.332169 -0.6 -0.3 0.1
H 1.590754 -1.606092 5.736999 0.3 0.0 0.0
H 1.302524 -0.823942 4.230029 0.3 -0.2 -0.5
H 3.714634 -2.304412 4.832949 -0.2 0.3 0.1
H 3.202534 -2.298532 3.183969 -0.4 0.8 0.0
H 3.303954 -4.724542 4.645179 0.1 0.5 0.4
H 2.561824 -4.378642 3.125689 -0.4 0.0 0.0
H 0.413474 -3.917282 6.879289 -0.1 0.1 -0.5
H 2.134424 -3.496282 6.721129 -0.3 0.7 -0.7
H 2.897754 -5.689492 6.634419 0.0 0.1 0.0
H 1.248784 -6.310332 6.636369 0.1 -0.2 0.1
H 0.851074 -5.477482 8.922189 -0.4 0.5 -0.5
H 2.229534 -4.379272 8.769039 0.1 -0.1 0.3
H 2.345864 -6.135012 9.041369 0.6 0.1 -0.5
C -1.482806 -10.722012 -4.396281 -0.4 1.1 1.1
C -2.480786 -9.592382 -4.689611 0.0 -1.2 -1.9
C -2.008036 -8.239942 -4.215911 -1.0 0.2 1.0
C -3.028046 -7.114042 -4.575071 2.2 0.7 -0.5
N -2.419916 -5.643492 -4.439161 0.1 -0.1 0.1
C -1.026616 -5.490462 -5.076751 -1.1 1.3 -1.3
C -1.344416 -5.516232 -6.607061 0.5 -1.0 -0.8
C -2.699046 -4.837462 -6.794291 -1.2 -0.6 1.0
C -3.325766 -4.786852 -5.367971 0.3 1.1 0.3
C -2.358966 -5.106702 -2.979861 0.7 1.2 -0.6
C -3.527106 -5.475422 -2.176821 -1.6 -0.4 0.6
C -3.674986 -4.757452 -0.789021 0.4 -0.8 -0.4
H -0.489526 -10.584142 -4.823471 -0.1 -0.1 -0.2
H -1.902106 -11.711362 -4.579211 0.2 0.2 -0.2
H -1.414456 -10.558122 -3.320841 0.6 -0.9 0.4
H -3.437056 -9.993912 -4.354321 -0.2 0.7 0.4
H -2.564636 -9.496562 -5.772151 -0.3 -0.1 -0.3
H -1.048596 -8.115122 -4.717911 -0.1 0.5 -0.1
H -1.796666 -8.315502 -3.149271 0.0 0.4 0.2
H -3.996496 -7.002652 -4.087441 0.3 -0.7 0.1
H -3.171116 -7.216862 -5.650741 -0.3 0.1 0.0
H -0.738066 -4.446512 -4.954221 -0.3 0.2 0.7
H -0.237296 -6.041382 -4.565311 -0.5 -0.6 -0.5
H -0.651146 -5.018592 -7.285161 0.6 0.3 0.8
H -1.355636 -6.494742 -7.087161 -0.2 -0.4 0.6
H -2.638586 -3.869312 -7.291411 0.1 0.1 0.5
H -3.416686 -5.408382 -7.383491 0.5 -0.2 -0.3
H -3.391166 -3.761652 -5.003561 0.7 0.0 0.3
H -4.381076 -5.056462 -5.326561 0.3 -0.9 0.0
H -2.263506 -4.022882 -3.045541 0.0 0.1 -0.4
H -1.494496 -5.405562 -2.387011 0.6 -0.5 -0.9
H -3.401216 -6.553832 -2.080461 -0.6 -0.1 0.6
H -4.412826 -5.328702 -2.794941 -0.3 0.1 0.2
H -4.701046 -4.686612 -0.428091 -0.1 -0.1 -0.5
H -3.243186 -3.756862 -0.767281 0.0 0.0 -0.2
H -3.176086 -5.364352 -0.033461 0.2 0.1 0.0